Entry 1:
{"formula": "C40H58FLuN8O5Si2Te", "method": "ωB97M-V/def2-TZVPD", "elements": ["Lu", "C", "C", "N", "C", "C", "C", "O", "O", "C", "O", "C", "C", "C", "F", "C", "C", "C", "N", "C", "C", "N", "C", "C", "H", "H", "H", "H", "H", "H", "H", "H", "H", "H", "H", "H", "H", "H", "H", "H", "H", "H", "N", "C", "C", "C", "O", "O", "H", "H", "H", "H", "H", "H", "C", "C", "C", "N", "H", "H", "H", "H", "H", "C", "Si", "C", "C", "C", "Te", "C", "Si", "C", "C", "C", "H", "H", "H", "H", "H", "H", "H", "H", "H", "H", "H", "H", "H", "H", "H", "H", "H", "H", "H", "H", "H", "H", "N", "C", "C", "C", "C", "C", "C", "C", "N", "C", "C", "N", "C", "H", "H", "H", "H", "H", "H", "H"], "positions_angstrom": [[10.3114, 19.8711, 14.9614], [11.5164, 24.2312, 21.1538], [12.5832, 23.2308, 20.7301], [12.4895, 22.8697, 19.3116], [11.7869, 21.7170, 19.0190], [11.7516, 21.1019, 17.7995], [11.0357, 19.8949, 17.3774], [11.6709, 18.9652, 16.7296], [9.7500, 19.8823, 17.4414], [12.2530, 21.8863, 16.6799], [11.9719, 21.5278, 15.4631], [13.0029, 23.0986, 16.9600], [13.5053, 23.9310, 15.9189], [14.1918, 25.1034, 16.2170], [14.7047, 25.8514, 15.1990], [14.5112, 25.5004, 17.5628], [13.8665, 24.7540, 18.5807], [13.1561, 23.5841, 18.3144], [15.3708, 26.5366, 17.8803], [16.2743, 26.3969, 19.0164], [16.3493, 27.6623, 19.9015], [15.8635, 28.9212, 19.1970], [16.1345, 28.9083, 17.7030], [15.5239, 27.6908, 17.0038], [11.6729, 24.5305, 22.1914], [10.4923, 23.8231, 21.1026], [11.5273, 25.1375, 20.5125], [12.4534, 22.2892, 21.2836], [13.5982, 23.5808, 20.9628], [11.2729, 21.3006, 19.8818], [13.3087, 23.6358, 14.8901], [13.9143, 25.1363, 19.5897], [17.2859, 26.0989, 18.6715], [15.9234, 25.5611, 19.6448], [17.4075, 27.8743, 20.1364], [15.7906, 27.5842, 20.8548], [16.2749, 29.7411, 19.6563], [14.8479, 29.0204, 19.3284], [17.2502, 28.8726, 17.6058], [15.7797, 29.8685, 17.2846], [16.1312, 27.4304, 16.0993], [14.5074, 27.9243, 16.6320], [7.7910, 19.7280, 15.1370], [6.8627, 20.8565, 15.2460], [7.3232, 21.9940, 16.1610], [8.7594, 22.5187, 15.8844], [9.2342, 23.3647, 16.6695], [9.4042, 21.9923, 14.8352], [7.4639, 19.1425, 14.3714], [7.7121, 19.1816, 15.9880], [5.8814, 20.5080, 15.6462], [6.6259, 21.2315, 14.2228], [7.2841, 21.6870, 17.2227], [6.5915, 22.8249, 16.1084], [15.1601, 19.9771, 15.7738], [14.9522, 19.1035, 14.5236], [13.5511, 19.1109, 14.1216], [12.4036, 19.0690, 13.8544], [16.1666, 19.9323, 16.2053], [14.4571, 19.6743, 16.5549], [14.9443, 21.0213, 15.5457], [15.2165, 18.0339, 14.7476], [15.5587, 19.3965, 13.6463], [10.7829, 18.1837, 7.8290], [11.1187, 18.3693, 9.6937], [12.7931, 19.2385, 9.9637], [11.1221, 16.7263, 10.6456], [9.6171, 19.3584, 10.4583], [10.4176, 20.7820, 11.9474], [9.1117, 22.4210, 11.5885], [10.1961, 23.9934, 11.4917], [9.0951, 25.5107, 11.4911], [11.1865, 23.8082, 9.8655], [11.3902, 24.0933, 12.9753], [11.4434, 17.4223, 7.3643], [10.9045, 19.1213, 7.2537], [9.7568, 17.7976, 7.6608], [13.5577, 18.7060, 9.3362], [13.0852, 19.1550, 11.0291], [12.7987, 20.3133, 9.6913], [11.8254, 16.0009, 10.1671], [10.1108, 16.2424, 10.6941], [11.4530, 16.8737, 11.6926], [8.9023, 18.7032, 10.9908], [9.0858, 19.9700, 9.7113], [8.3990, 22.4565, 12.4060], [8.5951, 22.2182, 10.6369], [8.3683, 25.5267, 10.6586], [9.7184, 26.4193, 11.4259], [8.5464, 25.6042, 12.4469], [10.4872, 23.7478, 9.0060], [11.8289, 22.9004, 9.8576], [11.8134, 24.7156, 9.7478], [10.8755, 23.8349, 13.9138], [11.8176, 25.0963, 13.0714], [12.2227, 23.3661, 12.8635], [7.0280, 9.8933, 10.9994], [7.4867, 10.8349, 11.5416], [7.9989, 12.0290, 12.1625], [7.5708, 13.3071, 11.7286], [8.0671, 14.4746, 12.3309], [8.9226, 14.3504, 13.4617], [9.4356, 13.0856, 13.8279], [8.9634, 11.9288, 13.1991], [9.3109, 15.5251, 14.2101], [9.6943, 15.5499, 15.5504], [9.9695, 16.8439, 15.8662], [9.7648, 17.6334, 14.7376], [9.3630, 16.8175, 13.7904], [6.8555, 13.3691, 10.9215], [7.7028, 15.4359, 11.9713], [10.1892, 13.0205, 14.5931], [9.3368, 10.9553, 13.4826], [9.7738, 14.7027, 16.1952], [10.2994, 17.2859, 16.7996], [9.0710, 17.1159, 12.7941]], "forces_ev_per_a": [[-0.6, 1.9, 0.1], [-0.4, 0.5, -0.2], [-0.3, -0.2, 0.4], [0.0, -0.7, -0.6], [0.5, 0.1, 0.1], [1.1, 2.2, 0.0], [-1.7, -2.1, -0.1], [-0.7, 2.2, 0.6], [2.0, 0.3, -0.8], [-0.8, -1.0, -2.2], [0.9, 0.4, 2.5], [0.4, 1.4, 0.7], [-0.1, 0.2, 0.8], [0.4, -0.5, 0.5], [-0.3, -0.4, 0.3], [-1.5, -1.5, -0.5], [0.6, 0.5, -0.6], [-0.9, -1.2, -1.1], [0.1, 0.7, 0.9], [0.0, -0.4, -0.2], [0.6, 0.3, 0.4], [-0.9, -0.5, -0.3], [1.5, 0.2, 0.0], [-0.6, -0.4, -0.9], [0.1, 0.0, -0.1], [0.5, 0.0, -0.1], [0.1, -0.5, 0.4], [0.1, 0.4, -0.1], [-0.3, -0.1, -0.2], [0.1, -0.1, -0.2], [0.2, 0.2, 0.2], [0.0, -0.1, 0.0], [-0.3, 0.4, 0.1], [0.2, 0.5, -0.3], [-0.5, -0.2, 0.1], [0.2, 0.0, -0.6], [0.0, -0.2, -0.3], [0.2, -0.1, 0.0], [-0.9, 0.2, 0.2], [0.1, -0.6, 0.2], [-0.3, 0.5, 0.7], [0.5, 0.1, 0.1], [0.4, -0.3, -0.1], [-1.4, 0.9, -0.2], [0.4, 0.0, 0.0], [0.9, 0.5, 0.3], [-0.5, -1.4, -1.5], [-0.8, -0.1, 1.6], [0.0, -0.1, 0.2], [0.0, -0.3, 0.1], [0.6, 0.1, -0.3], [0.5, -0.2, 0.7], [0.2, 0.0, -0.4], [0.5, -0.3, -0.2], [-0.2, 0.3, 0.2], [0.7, -0.9, 0.0], [-3.6, -0.3, -0.8], [3.5, 0.2, 1.0], [-0.1, -0.3, -0.5], [0.0, -0.1, -0.1], [0.0, 0.0, -0.1], [-0.3, 0.9, -0.2], [-0.2, 0.0, 0.5], [-0.1, -0.6, 0.0], [-0.4, 0.3, -0.2], [0.1, -0.3, -0.2], [0.0, -0.5, -0.2], [0.7, 0.0, 0.4], [-0.4, -0.4, -0.6], [0.1, 0.2, 0.0], [0.3, -0.2, -0.3], [-0.1, 0.3, 0.1], [-0.2, 0.2, 0.2], [-0.1, -0.6, -0.1], [-0.2, 0.5, 0.3], [-0.1, -0.4, 0.4], [0.4, 0.3, 0.1], [-0.6, 0.5, 0.6], [0.0, 0.1, -0.5], [-0.1, -0.6, 0.1], [-0.5, 0.5, 0.4], [0.8, 0.4, -0.2], [0.0, 0.0, -0.4], [0.3, 0.3, -0.4], [0.2, -0.2, 0.3], [-0.1, 0.0, 0.1], [0.2, 0.1, 0.3], [0.3, 0.0, 0.4], [-0.2, -0.3, -0.1], [0.1, -0.2, -0.4], [0.4, 0.1, 0.4], [-0.3, 0.6, 0.1], [-0.2, -0.6, -0.1], [0.0, 0.1, -0.2], [0.0, -0.1, -0.1], [-0.4, 0.4, 0.0], [1.4, 2.8, 1.7], [-1.4, -2.5, -1.7], [0.6, 0.8, 0.6], [0.8, -0.2, 0.5], [0.0, -0.9, 1.0], [-0.1, -0.2, -1.0], [-0.9, 0.5, -0.5], [-0.5, 0.8, -0.6], [0.2, 0.0, 0.4], [0.2, 0.6, -0.1], [-0.2, -0.3, -0.3], [-0.1, -0.6, 0.3], [-0.2, -0.5, -0.4], [0.0, 0.1, 0.0], [0.1, -0.2, 0.2], [0.1, -0.1, 0.2], [0.0, 0.0, 0.0], [-0.2, -0.4, -0.1], [-0.1, -0.3, -0.3], [0.2, -0.1, 0.0]], "total_charge": 2, "largest_force_ev_per_a": 3.7, "molar_mass_g_mol": 1108.692, "homo_energy_ev": -11.8011, "gap_ev": 7.0}

***

Entry 2:
{"formula": "C40H58I2N9O7P2V", "method": "ωB97M-V/def2-TZVPD", "elements": ["V", "I", "C", "C", "C", "I", "C", "O", "C", "C", "N", "C", "C", "C", "C", "C", "C", "N", "C", "H", "H", "H", "H", "H", "H", "H", "H", "H", "H", "H", "C", "C", "C", "O", "P", "O", "C", "P", "O", "O", "C", "C", "C", "O", "C", "C", "C", "O", "C", "C", "C", "H", "H", "H", "H", "H", "H", "H", "H", "H", "H", "H", "H", "H", "H", "H", "H", "H", "H", "H", "H", "H", "H", "H", "H", "H", "H", "H", "H", "H", "H", "C", "N", "C", "C", "N", "H", "H", "H", "H", "H", "H", "C", "C", "N", "C", "C", "N", "C", "N", "N", "N", "C", "C", "C", "C", "C", "C", "H", "H", "H", "H", "H", "H", "H", "H", "H", "H", "H"], "positions_angstrom": [[0.6759, -1.9117, 0.7124], [-2.9880, 0.4273, 7.1713], [-1.9467, 0.1256, 5.3816], [-1.1439, 1.1304, 4.8672], [-0.4548, 0.8862, 3.6940], [0.7052, 2.4167, 2.8442], [-0.4907, -0.3510, 3.0066], [0.2922, -0.5606, 1.9636], [-1.4018, -1.3142, 3.5152], [-1.7106, -2.5911, 2.7636], [-0.5219, -3.1839, 2.1145], [0.3992, -3.7055, 3.1360], [1.8037, -3.8075, 2.6213], [2.7675, -4.5169, 3.3230], [4.0432, -4.6226, 2.8096], [4.2881, -4.0715, 1.5594], [3.2792, -3.3858, 0.9215], [2.0601, -3.1788, 1.4624], [-2.0810, -1.0713, 4.7027], [-1.0536, 2.0852, 5.3673], [-2.1698, -3.3068, 3.4518], [-2.4212, -2.3757, 1.9833], [-0.8241, -3.9402, 1.5101], [0.3812, -3.0192, 3.9830], [0.0813, -4.6796, 3.5065], [2.5010, -4.9849, 4.2640], [4.8201, -5.1467, 3.3529], [5.2547, -4.1752, 1.0818], [3.4261, -2.9898, -0.0736], [-2.7497, -1.8356, 5.0891], [1.5430, 3.6955, -2.1656], [0.6093, 3.3960, -1.0127], [0.4353, 4.5671, -0.0725], [-0.7005, 3.0783, -1.5799], [-1.1802, 1.5741, -1.7151], [-0.1379, 0.5594, -1.8986], [-2.1531, 1.3366, -0.1938], [-2.8193, -0.3295, 0.0026], [-1.9017, -1.4857, -0.0283], [-3.9367, -0.3052, -1.1192], [-4.5331, -1.5634, -1.5581], [-3.7697, -2.0602, -2.7696], [-5.9918, -1.2922, -1.8377], [-3.5851, -0.3606, 1.3894], [-4.5919, 0.6197, 1.7649], [-3.9786, 1.6153, 2.7298], [-5.7404, -0.1459, 2.3803], [-2.2200, 1.6323, -2.8981], [-3.0624, 2.7936, -3.1944], [-2.4265, 3.5932, -4.3123], [-4.4294, 2.2602, -3.5567], [2.5525, 3.8687, -1.7911], [1.2081, 4.5918, -2.6972], [1.5562, 2.8553, -2.8603], [0.9744, 2.5274, -0.4581], [0.1409, 5.4591, -0.6313], [1.3760, 4.7706, 0.4453], [-0.3298, 4.3504, 0.6767], [-2.9856, 2.0444, -0.1928], [-1.4835, 1.5320, 0.6533], [-4.4459, -2.2903, -0.7466], [-3.8699, -1.3462, -3.5918], [-4.1647, -3.0273, -3.0880], [-2.7094, -2.1628, -2.5282], [-6.0928, -0.5635, -2.6465], [-6.4954, -0.8999, -0.9511], [-6.4871, -2.2167, -2.1402], [-4.9415, 1.1277, 0.8626], [-3.6016, 1.0897, 3.6100], [-4.7319, 2.3389, 3.0470], [-3.1477, 2.1594, 2.2755], [-5.3964, -0.6742, 3.2728], [-6.1445, -0.8750, 1.6744], [-6.5364, 0.5432, 2.6652], [-3.1353, 3.4153, -2.2991], [-2.3300, 2.9691, -5.2037], [-1.4378, 3.9417, -4.0174], [-3.0487, 4.4588, -4.5500], [-4.3764, 1.6923, -4.4889], [-5.1261, 3.0890, -3.6905], [-4.8017, 1.6059, -2.7673], [-0.4806, -5.9158, -2.4161], [0.2760, -4.6827, -2.6583], [1.2512, -4.6972, -3.7530], [0.4331, -3.8267, -1.6642], [0.5669, -3.0747, -0.7853], [-0.9828, -6.2101, -3.3360], [-1.2313, -5.7385, -1.6513], [0.1766, -6.7281, -2.0955], [0.7423, -4.9607, -4.6782], [2.0452, -5.4243, -3.5650], [1.6901, -3.7096, -3.8633], [3.4356, -0.2207, 2.0669], [3.3167, -0.2756, 0.5826], [2.2976, -0.7852, -0.0878], [2.6244, -0.7324, -1.4353], [3.8701, -0.2216, -1.5696], [4.3026, 0.0889, -0.2882], [5.5955, 0.6968, 0.0181], [5.5720, 2.1016, 0.3407], [5.3861, 2.5065, 1.6292], [5.2507, 3.7760, 1.6512], [5.3350, 4.2553, 0.3527], [5.2314, 5.5579, -0.1416], [5.3498, 5.7249, -1.5028], [5.5752, 4.6275, -2.3583], [5.6741, 3.3396, -1.8818], [5.5372, 3.1783, -0.5005], [2.4867, -0.5158, 2.5035], [3.6949, 0.7690, 2.4199], [4.2175, -0.9091, 2.4074], [1.9283, -1.0518, -2.1922], [4.4671, -0.0090, -2.4440], [6.2123, 0.5786, -0.8653], [6.0557, 0.1736, 0.8497], [5.0666, 6.3898, 0.5338], [5.2699, 6.7157, -1.9311], [5.6754, 4.8050, -3.4229], [5.8470, 2.5058, -2.5515]], "forces_ev_per_a": [[-1.1, 0.7, 0.6], [0.0, 0.0, -0.1], [-0.1, 0.1, 0.2], [0.0, 0.0, -0.1], [0.3, -0.1, -0.3], [-0.1, -0.2, 0.2], [0.1, 0.0, -0.1], [-0.8, 1.6, 1.7], [0.2, 0.0, -0.1], [0.3, 0.1, 0.1], [0.0, -0.1, 0.2], [0.0, 0.2, -0.2], [-0.1, 0.1, -0.1], [0.0, -0.1, 0.1], [0.0, 0.0, 0.0], [0.2, 0.0, -0.1], [-0.1, 0.0, -0.1], [1.2, -1.1, 0.7], [-0.1, -0.2, -0.1], [0.0, 0.0, 0.0], [0.0, -0.1, 0.1], [-0.2, 0.0, -0.2], [-0.1, -0.1, 0.1], [0.0, 0.1, 0.1], [-0.1, -0.1, 0.1], [0.0, 0.0, -0.1], [0.0, 0.0, 0.0], [-0.1, 0.0, 0.0], [0.0, 0.2, 0.0], [0.1, 0.1, 0.0], [-0.1, 0.0, 0.0], [0.1, 0.1, -0.1], [-0.2, 0.0, 0.0], [0.1, 0.1, 0.1], [-0.2, 0.0, 0.1], [0.0, 0.0, 0.0], [0.3, -0.5, -0.2], [-0.1, 0.3, 0.2], [0.4, 0.1, -0.2], [0.0, -0.2, -0.1], [0.0, -0.1, -0.1], [0.1, 0.1, 0.0], [-0.1, 0.1, 0.0], [0.0, 0.1, 0.0], [0.0, 0.1, 0.1], [0.1, -0.1, 0.0], [0.0, -0.1, 0.0], [0.0, 0.2, -0.1], [0.0, -0.1, 0.0], [0.1, -0.1, 0.0], [0.0, -0.1, 0.0], [0.1, 0.0, 0.0], [0.0, -0.1, 0.0], [0.1, 0.0, 0.0], [-0.1, -0.1, 0.0], [0.0, 0.0, 0.1], [0.0, 0.0, 0.0], [0.1, 0.1, -0.1], [0.1, 0.0, 0.1], [-0.1, 0.0, 0.0], [0.0, 0.0, 0.1], [0.0, -0.1, 0.0], [0.0, 0.0, 0.0], [-0.1, 0.0, 0.0], [0.0, -0.1, 0.1], [0.0, 0.0, -0.1], [0.0, 0.1, 0.0], [0.0, 0.0, -0.1], [0.0, 0.1, -0.1], [0.0, 0.0, 0.0], [0.0, 0.0, 0.0], [0.0, 0.0, 0.0], [0.0, 0.0, 0.0], [0.0, 0.0, 0.0], [0.1, 0.0, 0.1], [0.0, 0.1, 0.0], [0.0, 0.0, 0.0], [0.0, -0.1, 0.0], [0.0, 0.0, 0.1], [0.0, 0.0, 0.0], [0.0, 0.0, 0.0], [0.1, 0.1, 0.0], [-0.1, 0.1, 0.1], [0.0, 0.0, 0.1], [0.1, -0.1, 0.1], [-0.3, -1.8, -2.5], [0.0, 0.0, 0.0], [0.0, 0.0, 0.0], [0.0, 0.0, 0.0], [0.0, 0.0, 0.0], [0.0, 0.0, 0.0], [0.0, 0.0, 0.0], [0.2, -0.2, -0.1], [0.0, -0.1, -0.1], [0.3, 0.5, -0.5], [0.1, -0.1, 0.3], [-0.1, 0.3, 0.0], [0.1, 0.2, 0.0], [-0.1, 0.0, 0.1], [-0.3, -0.4, 0.0], [-0.1, 0.3, -0.3], [0.0, -0.2, 0.0], [-0.1, 0.0, 0.2], [0.0, 0.1, 0.0], [0.0, 0.1, 0.1], [0.0, 0.0, -0.1], [0.0, -0.1, -0.1], [0.0, -0.1, 0.0], [0.0, 0.0, 0.0], [0.0, 0.2, 0.0], [0.0, 0.0, 0.0], [0.0, 0.1, 0.0], [-0.1, 0.0, 0.1], [0.1, -0.1, -0.1], [0.0, 0.0, 0.1], [0.0, -0.1, -0.1], [0.0, 0.0, 0.0], [0.0, 0.0, 0.1], [0.0, 0.0, 0.0]], "s_squared": 3.767, "total_charge": 1, "spin_multiplicity": 4, "largest_force_ev_per_a": 3.1, "molar_mass_g_mol": 1143.660, "homo_energy_ev": [-8.4837, -9.5366], "gap_ev": [6.6, 7.5]}

***

What are the energy relative to the best compared isomer or geometry (same formula, charge and spin) values for these records? In order: 0.000 1.246 eV.